Entry 1:
Entry from the OMol25 dataset: a structure of composition C30H43F5IrP2S at a distorted geometry (the ωB97M-V functional and the def2-TZVPD basis).

CARTESIAN COORDINATES (ANGSTROEM)
1 Ir -0.0389 -0.4768 1.5178
2 S -1.3643 1.4149 2.0892
3 P -0.9771 -0.4840 -0.5288
4 P 1.5238 0.7742 0.4564
5 F 0.6438 6.0818 3.0090
6 F -1.2199 3.7271 6.6830
7 F 0.1127 5.9174 5.7009
8 F -0.0962 4.0800 1.3310
9 F -2.0314 1.7428 5.0386
10 C -1.9071 -1.3907 4.3151
11 C 0.7187 -2.6452 1.9268
12 C 1.0214 0.6308 -4.7038
13 C 1.1385 -0.5901 -5.2342
14 C 0.6938 1.7183 -0.8729
15 C -0.8591 2.7178 3.1683
16 C -0.6624 -2.5503 2.3492
17 C -2.7296 -0.0502 -0.4271
18 C 1.4984 -1.7559 2.7477
19 C 0.0627 4.9684 3.5140
20 C 2.7855 -0.2467 -0.3426
21 C -0.2789 3.9094 2.6787
22 C -0.2168 4.8970 4.8765
23 C -1.9838 0.2826 -5.0542
24 C -1.8158 -3.3548 1.8517
25 C -0.8871 -2.0696 -1.3783
26 C 0.9805 -0.1203 4.7226
27 C 2.3376 1.8574 1.6282
28 C -0.9696 -1.7767 -6.0986
29 C -0.2321 0.7906 -1.6421
30 C -0.8771 3.7747 5.3767
31 C 0.5994 -1.0893 3.6590
32 C 2.9826 -1.6591 2.7753
33 C -1.2112 1.2990 -5.8506
34 C -1.2206 2.7261 4.5315
35 C 1.2767 -3.6261 0.9538
36 C 0.1223 1.7256 -5.1929
37 C 0.3947 -1.1240 -6.4282
38 C -1.8687 -1.0464 -5.1446
39 C -0.7221 -1.6353 3.4573
40 H 1.6066 2.5184 2.1106
41 H -1.6011 -2.7629 -0.9131
42 H -1.8790 -2.0460 5.1992
43 H -1.1536 -1.9390 -2.4375
44 H -2.8329 -1.6141 3.7754
45 H 0.2824 0.2631 -2.4592
46 H -3.2096 -0.7118 0.3024
47 H 0.1163 -2.5086 -1.3192
48 H 3.3164 -0.6293 2.9345
49 H 1.9460 0.3466 4.5015
50 H 0.2768 -0.3828 -7.2279
51 H 3.0762 2.4681 1.0890
52 H 0.6659 2.3665 -5.9081
53 H 1.8753 -1.2841 -4.8155
54 H 0.2094 0.6542 4.8411
55 H -1.9295 -0.3576 4.6726
56 H 1.7018 0.9189 -3.8926
57 H -2.6872 -2.7101 1.6798
58 H 3.4167 -2.0476 1.8505
59 H -3.1880 -0.2062 -1.4127
60 H -2.8640 0.9903 -0.1019
61 H -2.5495 -1.6850 -4.5703
62 H -1.8323 2.2066 -5.8966
63 H -0.1313 2.3680 -4.3358
64 H 3.3970 -2.2571 3.6009
65 H -2.7432 0.7120 -4.3913
66 H -1.0710 1.3283 -2.1139
67 H 0.5077 -3.9711 0.2587
68 H 2.1024 -3.1858 0.3853
69 H -1.4907 -1.9618 -7.0553
70 H -0.7567 -2.7679 -5.6729
71 H 0.1490 2.5623 -0.4228
72 H -1.0411 1.0000 -6.8930
73 H 2.8436 1.2604 2.3955
74 H -2.1181 -4.1123 2.5893
75 H 3.5464 -0.5319 0.3939
76 H 1.0171 -1.9274 -6.8490
77 H 1.0777 -0.6348 5.6879
78 H 3.2700 0.3379 -1.1387
79 H 1.6745 -4.5121 1.4721
80 H 2.3693 -1.1629 -0.7800
81 H -1.5641 -3.8793 0.9272
82 H 1.4751 2.1434 -1.5196

Output
Charge: +1
Expectation value of S²: 6.03
E_LUMO (spin up / spin down), eV: -1.97 / -5.62
Frontier orbital gap (spin up / spin down), hartree: 0.1416 / 0.1780
Spin multiplicity: 5
ΔE to the lowest compared entry with this formula, charge and spin, kcal/mol: 0.0

Entry 2:
Entry from the OMol25 dataset: a structure of composition C31H36Br2N5O3STeV at a distorted geometry (the ωB97M-V functional and the def2-TZVPD basis).

CARTESIAN COORDINATES (ANGSTROEM)
1 Te 0.5728 -3.8285 0.7873
2 Br 2.4219 -0.0926 0.4710
3 Br 0.2252 2.0146 -0.2957
4 V -0.4207 -0.6775 -0.2533
5 S -3.0928 -1.2176 -0.5262
6 O 0.4871 -0.6260 -1.8808
7 O -3.6273 -2.0617 0.4876
8 O -1.9068 -1.7464 -1.2946
9 N -2.1494 -0.0243 0.1936
10 N -0.5707 -0.4275 1.7270
11 N 0.4899 -2.4257 -0.6852
12 N -7.1226 1.1420 -3.8967
13 N -2.7568 0.0299 2.5283
14 C -2.2606 -4.4497 1.5827
15 C 2.2057 -7.6861 1.5123
16 C -5.5939 -0.6574 -1.1423
17 C -1.8792 -0.1372 1.5784
18 C -5.1848 -6.4614 0.2064
19 C 2.8923 -4.9161 -1.6801
20 C 3.6829 -9.3954 0.4087
21 C 0.7580 -6.1279 2.8161
22 C -4.8197 0.6219 -3.5226
23 C -3.8597 0.0630 -2.7383
24 C -3.8424 -5.7985 0.3219
25 C -1.6391 -5.3697 -0.6184
26 C -1.3416 -4.6356 0.5431
27 C -0.9207 -0.2991 4.0454
28 C -0.6713 -5.6316 -1.7464
29 C -6.1869 0.5698 -3.1360
30 C 2.5595 -5.8915 -0.5906
31 C 1.4133 -2.4752 -3.0798
32 C 0.8144 -1.9051 -1.8585
33 C -6.5465 -0.0957 -1.9360
34 C 2.9954 -8.0583 0.4284
35 C -3.4998 -5.0599 1.4456
36 C -4.2404 -0.5774 -1.5383
37 C 2.1283 1.7315 -0.1066
38 C -2.0302 -3.6323 2.8320
39 C -2.2677 -0.0400 3.7711
40 C -0.0850 -0.5091 2.9819
41 C 3.1700 -7.1408 -0.5961
42 C -2.9011 -5.9283 -0.6999
43 C 1.7090 -5.6103 0.4680
44 C 1.5529 -6.4672 1.5737
45 H -4.2258 -4.9406 2.2437
46 H 0.9676 -0.7266 3.0982
47 H 2.9670 -10.2019 0.5701
48 H 2.4999 2.4087 0.6494
49 H -2.8206 0.0976 -3.0440
50 H 3.9549 -4.9622 -1.9159
51 H 2.1052 -8.3664 2.3517
52 H -6.8869 1.6120 -4.7541
53 H 1.0797 -3.4943 -3.2473
54 H -0.3137 -6.1128 2.6248
55 H -0.5458 -0.3250 5.0589
56 H -5.8657 -1.1645 -0.2258
57 H 2.6755 -3.8955 -1.3680
58 H 4.4161 -9.4566 1.2146
59 H -4.5487 1.1066 -4.4523
60 H -3.1573 -6.5011 -1.5860
61 H -0.2457 -6.6330 -1.6583
62 H -1.1853 -5.5741 -2.7055
63 H -5.0760 -7.5442 0.2978
64 H -1.0345 -3.1980 2.9081
65 H 2.5025 -2.4638 -3.0018
66 H -2.1829 -4.2420 3.7227
67 H -2.9811 0.1268 4.5705
68 H 0.9281 -6.8779 3.5854
69 H 4.1973 -9.5711 -0.5331
70 H -8.0953 1.1092 -3.6417
71 H 2.3497 -5.1426 -2.5985
72 H 3.8285 -7.3871 -1.4224
73 H -2.7568 -2.8180 2.8683
74 H -7.5900 -0.1537 -1.6531
75 H 1.0663 -5.1724 3.2584
76 H -5.6345 -6.2677 -0.7678
77 H 1.1303 -1.8398 -3.9166
78 H -5.8688 -6.1261 0.9830
79 H 0.1557 -4.9258 -1.7746
80 H 2.5933 1.8722 -1.0720

Output
Charge: +3
Expectation value of S²: 0.77
E_LUMO (spin up / spin down), eV: -10.32 / -9.69
Frontier orbital gap (spin up / spin down), hartree: 0.1902 / 0.2140
Spin multiplicity: 2
ΔE to the lowest compared entry with this formula, charge and spin, kcal/mol: 15.3

Entry 3:
Entry from the OMol25 dataset: a cluster of 2 separate species, C4H14N3O in total (the ωB97M-V functional and the def2-TZVPD basis).

CARTESIAN COORDINATES (ANGSTROEM)
1 O -1.1953 3.1205 0.0094
2 N -0.3856 0.3087 -0.9115
3 N 1.4232 -0.0684 1.3643
4 N 0.5034 0.2955 -3.1177
5 C -1.1568 -0.4970 0.0642
6 C 0.9760 -1.4956 1.2248
7 C 0.1806 -0.2519 -2.0273
8 C -0.4204 -1.7078 0.5840
9 H 2.4738 0.0012 1.2436
10 H 0.4108 -1.3017 -1.8988
11 H 1.0121 -1.9395 2.2069
12 H 0.9471 0.5013 0.6619
13 H -1.3929 0.2049 0.8610
14 H 0.2432 1.2826 -3.1510
15 H -0.7224 3.7585 -0.5378
16 H -0.7762 1.2320 -0.9884
17 H -0.3027 -2.4639 -0.1844
18 H -2.1074 -0.7912 -0.3804
19 H -1.0206 -2.1738 1.3484
20 H 1.1870 0.2831 2.3385
21 H -1.5935 3.6734 0.6897
22 H 1.7165 -1.9710 0.6007

Output
Charge: 0
Expectation value of S²: 0.75
E_LUMO (spin up / spin down), eV: 0.41 / 0.29
Frontier orbital gap (spin up / spin down), hartree: 0.1412 / 0.3549
Spin multiplicity: 2
ΔE to the lowest compared entry with this formula, charge and spin, kcal/mol: 36.7

Entry 4:
Entry from the OMol25 dataset: a cluster of 11 separate species, C11H44O11 in total at a distorted geometry (the ωB97M-V functional and the def2-TZVPD basis).

CARTESIAN COORDINATES (ANGSTROEM)
1 O 2.5941 0.9074 -1.1785
2 O -1.2770 -3.5963 -1.1338
3 O -1.0179 5.8508 0.7815
4 O 0.1305 4.4336 -1.8697
5 O 0.6266 -2.0871 0.2780
6 O 0.2166 0.6169 0.2003
7 O -2.5257 -1.8814 0.7670
8 O 1.9252 -0.1460 4.4588
9 O 0.7186 0.5522 -3.4838
10 O -1.5105 1.2973 -2.0129
11 O -0.8834 -3.2520 2.3833
12 C -0.1704 -3.5649 3.5826
13 C -1.1876 -4.9252 -0.7302
14 C 1.1990 -0.3826 -4.4130
15 C -3.8494 -1.3958 0.6161
16 C -0.4851 4.6579 -3.1164
17 C 3.1565 -0.8971 4.4205
18 C -2.1883 5.2153 1.3498
19 C -0.3994 0.8715 1.4587
20 C 3.7619 1.7207 -0.9490
21 C 1.8959 -2.5952 0.0822
22 C -1.9202 0.0781 -2.6373
23 H -0.2538 -2.9719 1.7268
24 H 0.2220 4.2550 -3.8685
25 H -2.0802 0.2595 -3.6866
26 H -2.8367 -0.1158 -2.1122
27 H -0.5190 -5.5827 -1.3168
28 H 1.5080 0.8408 -2.9053
29 H -1.4241 4.0710 -3.2408
30 H 3.4606 2.6621 -0.5817
31 H -1.2306 0.1746 1.6040
32 H -0.7578 5.6973 -3.2735
33 H -0.4403 4.8372 -1.2302
34 H -0.2760 -2.7868 4.3063
35 H -4.5984 -2.2151 0.7584
36 H -2.1876 -5.3795 -0.6534
37 H -0.6616 1.4562 -2.4423
38 H 1.9575 -3.6566 0.4044
39 H -2.5820 5.8087 2.1737
40 H -1.2155 -0.7212 -2.5188
41 H -0.2058 5.6684 1.3244
42 H -3.9046 -0.9609 -0.4360
43 H -0.4307 0.6179 -0.5201
44 H 4.4504 1.3008 -0.2314
45 H 1.9775 0.8660 -0.4408
46 H 3.0095 -2.0164 4.3229
47 H 2.6766 -2.1341 0.6444
48 H 1.1718 0.0364 -5.4117
49 H -2.4495 -2.3165 1.6196
50 H -0.7381 -4.9285 0.2163
51 H -0.6748 1.9481 1.3882
52 H 0.6503 -1.1109 0.1040
53 H 2.1866 -2.5402 -1.0434
54 H -4.1533 -0.6464 1.3101
55 H -1.1246 -2.9985 -0.3861
56 H 0.3297 0.6961 2.3030
57 H 3.7757 -0.7773 5.3117
58 H -2.9534 5.1371 0.5628
59 H 0.6997 -1.3210 -4.3715
60 H -0.5825 -4.4101 4.2343
61 H 2.0694 0.7318 4.8701
62 H 3.7863 -0.6023 3.5394
63 H -1.8619 4.2397 1.7501
64 H 4.2817 1.8272 -1.8825
65 H 2.2806 -0.5750 -4.1901
66 H 0.8388 -3.8424 3.4140

Output
Charge: 0
E_LUMO, eV: 0.36
Frontier orbital gap, hartree: 0.3477
SMILES string: CO.CO.CO.CO.CO.CO.CO.CO.CO.CO.CO
ΔE to the lowest compared entry with this formula, charge and spin, kcal/mol: 55.7